{
  "formula": "C2Cd2O6Sn2",
  "method": "ωB97M-V/def2-TZVPD",
  "largest_force_ev_per_a": 6.82,
  "total_charge": 4,
  "energy_ha": -1288.50495,
  "homo_energy_ev": -21.1,
  "lumo_energy_ev": -18.2975,
  "homo_lumo_gap_ev": 2.83,
  "symbols": ["Sn", "Sn", "Cd", "Cd", "C", "O", "O", "O", "C", "O", "O", "O"],
  "xyz": [[-8.6612, -0.8361, 4.8229], [-14.9590, 0.5563, 3.9459], [-8.8372, -0.6366, 1.6517], [-6.4876, 0.3052, 1.3644], [-9.8141, -1.4132, -0.6922], [-6.7366, -2.1705, 1.8258], [-9.3235, -2.7238, 2.4096], [-8.8178, -1.0273, -0.8707], [-8.7559, 2.4474, 4.7204], [-7.9687, -3.9654, 0.3705], [-10.2593, 2.2364, 2.2054], [-10.1764, 1.2265, 6.3105]],
  "nbo_charge": [1.451, 1.994, 0.974, 1.331, 0.563, -0.702, -0.669, -0.500, 0.499, -0.020, -0.342, -0.579]
}